Entry 1:
{
  "formula": "C21H34LiN10O3S",
  "method": "ωB97M-V with the def2-TZVPD basis set",
  "homo_lumo_gap_ha": [0.2124, 0.2181],
  "total_charge": -1,
  "lumo_energy_ev": [1.97, 1.92],
  "homo_energy_ev": [-3.810, -4.017],
  "symbols": ["Li", "N", "C", "C", "O", "N", "C", "C", "O", "O", "H", "H", "H", "H", "H", "H", "N", "C", "N", "C", "N", "N", "C", "N", "C", "C", "C", "C", "C", "N", "H", "H", "H", "H", "H", "H", "H", "H", "C", "C", "C", "C", "N", "C", "S", "N", "C", "C", "C", "C", "H", "H", "H", "H", "H", "H", "H", "H", "H", "H", "H", "H", "H", "H", "H", "H", "H", "H", "H", "H"],
  "positions_angstrom": [[-0.5043, 0.2502, 1.2343], [-1.5201, 1.0545, -1.6897], [-1.0163, 2.4200, -1.6005], [0.1417, 2.6388, -0.6016], [0.7748, 3.6978, -0.7276], [0.3377, 1.6973, 0.2994], [1.4844, 1.8697, 1.1556], [1.6142, 0.7044, 2.1552], [2.7402, 0.3393, 2.4877], [0.5323, 0.2068, 2.5857], [-0.7363, 0.4221, -1.5411], [-1.8696, 0.8745, -2.6278], [-1.8426, 3.0798, -1.2989], [-0.6531, 2.7982, -2.5702], [1.4072, 2.7955, 1.7426], [2.4069, 1.9320, 0.5636], [-2.9709, 0.5394, 0.8132], [-2.7757, -0.7498, 0.4539], [-3.8471, -1.5270, 0.2776], [-3.5517, -2.7868, -0.0499], [-4.6086, -3.6124, -0.2898], [-2.3408, -3.2956, -0.2069], [-1.3249, -2.4377, 0.0163], [-1.5221, -1.1603, 0.3497], [0.0053, -2.9656, 0.0224], [0.1900, -4.3478, 0.1481], [1.3941, -4.8702, 0.5403], [2.4099, -3.9623, 0.9075], [2.2366, -2.6308, 0.7056], [1.1137, -2.1272, 0.0930], [-3.9145, 0.8647, 0.6703], [-2.2433, 1.1587, 0.4816], [-5.4900, -3.3262, 0.0974], [-4.4006, -4.5959, -0.3288], [-0.6754, -4.9689, -0.0251], [1.5433, -5.9340, 0.6365], [3.3205, -4.3220, 1.3591], [2.9722, -1.8858, 0.9749], [5.9687, 2.1752, -2.4276], [5.1728, 3.4735, -2.4121], [3.8955, 3.3944, -3.2445], [2.8792, 2.3613, -2.7457], [3.0537, 1.0509, -3.3229], [3.0846, -0.0677, -2.6200], [1.2030, -0.6522, -0.6129], [3.0902, -1.1829, -3.3467], [2.9451, -2.4837, -2.7456], [3.9218, -3.5338, -3.2860], [5.2808, -3.5221, -2.5898], [6.0256, -2.2077, -2.7775], [6.8896, 2.2840, -1.8558], [6.2309, 1.9031, -3.4501], [5.3826, 1.3695, -1.9933], [5.7965, 4.2874, -2.7998], [4.9079, 3.7231, -1.3838], [4.1559, 3.1750, -4.2852], [3.4191, 4.3752, -3.2195], [1.8770, 2.7260, -2.9960], [2.9236, 2.2558, -1.6630], [2.9846, 1.0319, -4.3496], [2.9860, -1.1595, -4.3693], [1.9173, -2.8438, -2.9012], [3.0888, -2.3423, -1.6752], [4.0654, -3.3788, -4.3590], [3.4717, -4.5206, -3.1549], [5.8839, -4.3411, -2.9933], [5.1348, -3.7096, -1.5244], [6.1625, -1.9974, -3.8373], [7.0052, -2.2565, -2.3068], [5.4688, -1.3894, -2.3318]]
}

Entry 2:
{
  "formula": "C38H26CrNO3",
  "method": "ωB97M-V with the def2-TZVPD basis set",
  "homo_lumo_gap_ha": [0.2305, 0.1549],
  "total_charge": 2,
  "lumo_energy_ev": [-5.57, -9.05],
  "de_lowest_ev": 0.020,
  "homo_energy_ev": [-11.846, -13.265],
  "spin_multiplicity": 4,
  "symbols": ["C", "C", "C", "C", "C", "C", "C", "C", "C", "C", "C", "C", "N", "C", "C", "H", "H", "H", "H", "H", "H", "H", "H", "H", "H", "H", "O", "C", "Cr", "C", "O", "C", "O", "C", "C", "C", "C", "C", "C", "C", "C", "C", "C", "C", "C", "C", "C", "C", "C", "C", "C", "C", "C", "C", "H", "H", "H", "H", "H", "H", "H", "H", "H", "H", "H", "H", "H", "H", "H"],
  "positions_angstrom": [[3.6451, -3.5813, -1.0146], [2.6655, -2.5690, -0.9617], [1.3286, -2.9445, -0.9912], [1.0142, -4.3304, -1.0541], [1.9770, -5.3333, -1.1255], [3.3072, -4.9386, -1.1061], [-0.4200, -4.4575, -1.0560], [-0.9607, -3.1506, -0.9969], [-2.3167, -2.8709, -0.9493], [-3.1829, -3.9669, -1.0381], [-2.6729, -5.2773, -1.1218], [-1.2980, -5.5358, -1.1381], [0.1033, -2.2092, -0.9160], [-0.0238, -0.8527, -0.7632], [-1.0724, -0.0388, -0.2959], [4.6950, -3.3015, -0.9852], [2.9193, -1.5181, -0.8944], [1.6963, -6.3877, -1.2177], [4.0977, -5.6816, -1.1551], [-2.6602, -1.8388, -0.8627], [-4.2548, -3.7890, -1.0164], [-3.3688, -6.1115, -1.1525], [-0.8932, -6.5411, -1.2366], [0.9171, -0.3117, -0.9537], [-0.9331, 0.1834, 0.8127], [-2.0774, -0.0479, -0.7473], [0.8401, -1.2687, 3.0123], [1.3595, -0.2361, 3.2558], [2.2846, 1.3800, 3.4240], [3.0538, 0.9397, 1.7051], [3.5393, 0.4224, 0.7539], [3.7465, 0.3199, 4.0381], [4.5089, -0.5055, 4.3639], [2.5990, 2.7175, 5.0854], [1.2866, 2.2127, 5.1299], [0.4634, 2.2647, 4.0000], [0.8948, 2.8777, 2.8052], [0.1830, 2.7046, 1.5450], [-0.3414, 2.3598, 0.4884], [-1.1310, 1.7822, -0.6217], [-0.4576, 1.9275, -1.9701], [0.9222, 1.6472, -1.9151], [1.6477, 1.4197, -3.0865], [1.0505, 1.6384, -4.3323], [-0.3045, 2.0030, -4.4044], [-1.0382, 2.2610, -3.2276], [-2.5559, 2.2652, -0.6084], [-3.0559, 3.2830, 0.2497], [-4.4105, 3.6442, 0.1875], [-5.3050, 2.9914, -0.6632], [-4.8446, 1.9009, -1.3968], [-3.4703, 1.5959, -1.4558], [2.1928, 3.4139, 2.7860], [3.0259, 3.3661, 3.9043], [3.2845, 2.6067, 5.9497], [0.9373, 1.7233, 6.0424], [-0.5090, 1.7866, 4.0253], [1.4118, 1.4599, -0.9328], [2.7067, 1.0783, -2.9818], [1.6524, 1.5372, -5.2397], [-0.7876, 2.1380, -5.3628], [-2.0704, 2.6461, -3.2676], [-2.4040, 3.7865, 0.9847], [-4.7871, 4.4499, 0.7967], [-6.3598, 3.2596, -0.7362], [-5.5257, 1.2568, -1.9789], [-3.0793, 0.7863, -2.1017], [2.5701, 3.7999, 1.8441], [4.0449, 3.7590, 3.8433]]
}

Entry 3:
{
  "formula": "C22H31F4NO14",
  "method": "ωB97M-V with the def2-TZVPD basis set",
  "homo_lumo_gap_ha": 0.3884,
  "total_charge": 0,
  "lumo_energy_ev": 0.02,
  "de_lowest_ev": 5.870,
  "homo_energy_ev": -10.550,
  "smiles": "N[C@]1(C(F)(F)C(F)F)CCOC1=O.C[C@@H]1COC(=O)O1.C[C@@H]1COC(=O)O1.C[C@@H]1COC(=O)O1.C[C@@H]1COC(=O)O1",
  "symbols": ["N", "C", "C", "F", "F", "C", "F", "F", "C", "C", "O", "C", "O", "H", "H", "H", "H", "H", "H", "H", "C", "C", "C", "O", "C", "O", "O", "H", "H", "H", "H", "H", "H", "C", "C", "C", "O", "C", "O", "O", "H", "H", "H", "H", "H", "H", "C", "C", "C", "O", "C", "O", "O", "H", "H", "H", "H", "H", "H", "C", "C", "C", "O", "C", "O", "O", "H", "H", "H", "H", "H", "H"],
  "positions_angstrom": [[-2.8007, 2.3309, -1.9553], [-2.1874, 1.1107, -1.3047], [-0.5656, 0.8733, -1.3488], [-0.1332, 0.4849, 0.0427], [-0.1510, -0.2759, -2.2366], [0.3030, 2.2146, -1.7715], [1.7600, 1.8572, -1.6106], [0.1035, 2.6220, -3.1813], [-3.1063, -0.1333, -1.8653], [-4.0470, -0.5276, -0.5790], [-3.6324, 0.1535, 0.6891], [-2.7335, 1.2383, 0.2630], [-2.3953, 2.2851, 1.0245], [-2.7143, 2.3284, -2.9952], [-2.4870, 3.2277, -1.5227], [0.0811, 3.1350, -1.0484], [-2.5669, -1.1495, -2.1450], [-3.9059, 0.1001, -2.6925], [-3.8954, -1.6851, -0.3824], [-5.2040, -0.4351, -0.7898], [-2.6335, -6.2148, 2.5160], [-2.1291, -5.3388, 1.3873], [-1.7972, -3.9424, 1.8184], [-1.9797, -3.2029, 0.6243], [-2.9124, -3.8826, -0.1092], [-3.4686, -3.4406, -1.0995], [-3.1440, -5.1237, 0.4201], [-3.5591, -5.8147, 2.9441], [-2.8706, -7.2162, 2.1416], [-1.8866, -6.3064, 3.3101], [-1.2796, -5.8185, 0.8864], [-0.7685, -3.8508, 2.1781], [-2.4790, -3.5453, 2.5787], [2.2044, -0.1915, 4.8579], [1.8289, -1.6362, 5.1179], [2.8306, -2.6175, 4.5891], [2.0388, -3.7699, 4.3633], [0.7720, -3.3216, 4.1099], [-0.1310, -4.0132, 3.6720], [0.6538, -1.9905, 4.4069], [2.2725, 0.0125, 3.7837], [1.4333, 0.4776, 5.2539], [3.1600, 0.0599, 5.3274], [1.6382, -1.7914, 6.1867], [3.6268, -2.8286, 5.3084], [3.2796, -2.3144, 3.6367], [0.8367, 0.6035, -5.1202], [1.9958, 0.5549, -6.0948], [1.9976, 1.6871, -7.0766], [2.6872, 1.1313, -8.1819], [2.4662, -0.2173, -8.1334], [2.7325, -0.9939, -9.0342], [1.8994, -0.5793, -6.9410], [-0.1234, 0.5364, -5.6434], [0.8798, -0.2513, -4.4371], [0.8545, 1.5241, -4.5294], [2.9458, 0.4920, -5.5504], [2.5215, 2.5681, -6.6956], [0.9953, 1.9816, -7.4070], [0.6557, 3.2792, 2.5050], [1.3519, 4.6203, 2.6155], [1.9221, 5.1053, 1.3172], [2.9864, 5.9370, 1.7432], [3.3951, 5.4478, 2.9530], [4.4191, 5.7822, 3.5233], [2.5048, 4.5270, 3.4363], [1.3519, 2.4972, 2.1829], [0.2707, 2.9703, 3.4826], [-0.1788, 3.3232, 1.7989], [0.6775, 5.3614, 3.0613], [1.1960, 5.6746, 0.7301], [2.3368, 4.3045, 0.6949]]
}

Entry 4:
{
  "formula": "C17H20Br2FeN7O3",
  "method": "ωB97M-V with the def2-TZVPD basis set",
  "homo_lumo_gap_ha": [0.3209, 0.2928],
  "total_charge": 1,
  "lumo_energy_ev": [-2.95, -3.09],
  "de_lowest_ev": 0.000,
  "homo_energy_ev": [-11.681, -11.059],
  "spin_multiplicity": 5,
  "symbols": ["Fe", "Br", "C", "C", "C", "N", "C", "C", "C", "C", "C", "Br", "C", "C", "N", "H", "H", "H", "H", "H", "H", "N", "C", "C", "C", "C", "N", "C", "N", "N", "C", "O", "O", "H", "H", "H", "H", "H", "H", "H", "H", "H", "H", "H", "H", "H", "H", "O", "C", "N"],
  "positions_angstrom": [[0.0570, -0.5673, 0.6407], [1.0537, -3.4256, 6.5705], [0.6950, -2.9228, 4.8033], [1.6294, -3.1527, 3.8089], [1.3204, -2.7269, 2.5313], [0.1683, -2.1355, 2.2128], [-0.7379, -1.9436, 3.1778], [-0.5075, -2.3098, 4.4921], [-2.0126, -1.3114, 2.7371], [-3.1861, -1.4388, 3.4572], [-4.3352, -0.8666, 2.9355], [-5.9520, -1.0128, 3.8734], [-4.2883, -0.2048, 1.7232], [-3.0687, -0.1305, 1.0702], [-1.9540, -0.6653, 1.5686], [2.5737, -3.6324, 4.0201], [2.0320, -2.8621, 1.7264], [-1.2312, -2.1019, 5.2663], [-3.2222, -1.9869, 4.3867], [-5.1722, 0.2385, 1.2892], [-2.9647, 0.3696, 0.1181], [1.0662, -1.4700, -1.1684], [0.5639, -0.8846, -2.4283], [1.6137, -0.0207, -3.1396], [2.4117, 1.0203, -2.3352], [1.6414, 2.0954, -1.5511], [0.4306, 2.5964, -2.2042], [0.3734, 3.1655, -3.3914], [-0.8057, 3.2094, -4.0280], [1.4718, 3.6981, -3.9384], [-0.7188, -0.0894, -2.1897], [-1.3038, 0.3645, -3.1722], [-1.0404, 0.1131, -0.9710], [2.0802, -1.4740, -1.1510], [0.7837, -2.4429, -1.1067], [0.2960, -1.6781, -3.1279], [1.0917, 0.4666, -3.9640], [2.3426, -0.6913, -3.6014], [3.0837, 1.5002, -3.0500], [3.0717, 0.5321, -1.6126], [2.3065, 2.9296, -1.3153], [1.3100, 1.7106, -0.5911], [-0.4454, 2.2530, -1.8354], [-1.4394, 2.4393, -3.8348], [-0.8535, 3.6105, -4.9499], [2.2853, 3.8668, -3.3722], [1.4275, 4.1548, -4.8323], [2.8027, 1.8200, 2.8493], [2.0197, 1.2721, 2.1600], [1.2361, 0.7220, 1.4438]]
}

Number 1: E_tot -54415.654 eV. Number 2: E_tot -75860.965 eV. Number 3: E_tot -64337.879 eV. Number 4: E_tot -208998.062 eV.